(1)
A molecular structure, C3H16F9K2O17S3 at a distorted geometry, computed with the ωB97M-V functional and the def2-TZVPD basis.

```
50
Properties=species:S:1:pos:R:3:forces:R:3
K -1.097 -0.273 3.568 0.7 -0.2 -0.1
K -5.162 -0.226 1.521 0.5 0.0 -0.7
S 3.583 1.990 -3.307 0.1 1.0 0.0
S -1.599 -0.253 -0.149 -0.4 0.9 -2.6
S 2.094 1.404 4.206 1.0 0.1 -1.0
F 3.562 -0.480 5.587 -0.2 -3.1 1.1
F 1.950 -0.094 -3.711 0.9 0.9 -0.3
F 4.931 0.927 4.754 -1.0 0.2 0.7
F 0.035 1.863 0.104 0.1 -0.6 -0.6
F 3.603 1.514 6.461 0.7 -0.9 -0.7
F 4.036 -0.650 -3.813 -1.1 2.4 -1.2
F 2.992 0.522 -5.542 1.0 -0.2 3.0
F 0.639 0.478 -1.517 -0.4 0.1 0.9
F 1.003 -0.014 0.598 -0.9 0.2 -1.1
O 3.641 -1.391 2.106 0.4 -0.9 -0.1
O -0.413 -3.748 -2.314 0.0 -0.3 0.1
O -3.027 -1.290 -3.526 -0.1 -0.4 -0.1
O 0.894 0.931 4.928 0.4 -0.9 -0.3
O 2.489 2.942 -3.544 1.5 -1.8 0.4
O -3.890 -3.197 -0.957 -0.6 0.2 0.3
O 2.170 2.844 4.254 0.5 -0.2 0.0
O -2.411 0.418 -1.172 1.2 -0.3 0.4
O -5.070 0.576 -1.650 -1.1 -0.1 0.7
O -2.212 -0.023 1.144 0.5 -0.3 1.1
O -1.290 -1.626 -0.494 0.1 -0.2 0.4
O 4.894 2.403 -3.831 -1.7 -0.8 0.8
O -0.678 -2.862 1.847 -0.2 0.1 1.0
O -0.807 2.840 -2.542 -0.3 0.2 -0.1
O -3.374 1.535 3.313 -0.3 -0.6 0.0
O 2.233 0.841 2.820 -0.4 0.4 2.4
O 3.700 1.602 -1.864 -0.1 0.5 -1.7
C 0.155 0.571 -0.271 -0.4 -0.3 1.7
C 3.727 0.738 5.345 -1.9 4.4 -2.2
C 3.138 0.362 -4.152 -0.7 -2.2 -1.1
H -0.496 -2.931 -1.821 0.0 0.3 0.2
H 4.027 -1.005 1.321 0.1 0.1 -0.1
H 0.062 -3.501 -3.108 0.1 0.0 -0.2
H -2.991 -0.686 -4.268 0.0 0.1 -0.2
H -2.626 -0.807 -2.804 0.2 0.3 0.3
H -4.035 2.137 2.971 0.0 0.4 0.0
H -2.810 2.083 3.858 0.2 0.4 0.2
H -3.033 -2.928 -1.288 0.4 0.1 -0.3
H -0.405 2.287 -1.872 0.0 0.2 -0.1
H -4.139 0.388 -1.528 0.7 -0.1 -0.2
H 2.988 -0.752 2.392 -0.3 0.6 0.2
H -3.727 -3.453 -0.049 0.2 -0.2 0.1
H -0.981 -2.621 0.971 0.1 0.3 -0.7
H -0.982 -3.762 1.966 0.1 -0.3 0.1
H -0.173 2.846 -3.260 0.2 0.1 -0.2
H -5.119 1.532 -1.683 0.0 0.3 -0.2
```
Positions in Å, forces in eV/Å.

Properties
Lowest unoccupied orbital energy (spin up / spin down) = -1.946 / -5.341 eV
Multiplicity = 2

Atom charges from the Mulliken analysis, given in e for atoms 1 to 2: K 0.933; K 0.920

(2)
4 unconnected molecules or ions with the total composition C3H16N2O3 at a distorted geometry, computed with the ωB97M-V functional and the def2-TZVPD basis.

```
24
Properties=species:S:1:pos:R:3:forces:R:3
O -0.792 1.751 2.095 2.3 1.0 0.8
O -0.610 0.569 -2.359 1.0 0.8 1.3
O -0.541 2.683 -0.568 -1.3 0.6 1.6
N 2.102 -1.022 -1.164 -3.4 1.3 0.3
N -1.840 -1.022 0.864 1.9 -1.7 2.0
C -0.605 -1.384 0.142 -0.2 0.1 -1.3
C 1.877 -1.547 0.197 2.3 3.8 0.1
C 0.649 -0.943 0.859 0.0 1.3 1.1
H -1.965 -1.827 1.521 -0.1 1.2 -0.3
H -2.661 -1.042 0.329 -1.0 0.1 -1.4
H 2.044 -2.565 0.213 -0.9 -2.5 -0.2
H -0.698 2.583 0.441 0.3 0.1 -1.9
H 0.664 0.292 0.798 0.5 -3.2 0.3
H 0.185 1.694 2.364 -2.2 0.0 -0.6
H -0.593 -0.927 -0.842 -0.4 0.4 0.3
H -0.964 0.958 1.592 -0.4 -1.1 -0.1
H 0.143 -0.002 -2.082 -0.7 0.5 -0.7
H 1.950 0.010 -1.205 0.4 -1.2 0.3
H 0.646 -1.289 1.959 -0.1 0.8 -1.5
H 2.993 -1.205 -1.476 2.3 -0.5 -0.8
H -0.484 -2.422 -0.200 -0.4 -0.4 0.8
H -0.540 1.336 -1.695 -0.2 -1.2 -1.1
H -1.338 3.167 -0.897 1.0 -0.5 0.4
H 2.797 -1.234 0.737 -0.6 0.2 0.6
```
Positions in Å, forces in eV/Å.

Properties
Energy relative to the best compared isomer or geometry (same formula, charge and spin) = 131.3 kJ/mol
Lowest unoccupied orbital energy = 0.716 eV
SMILES = NCCCN.O.O.O

Atom charges from the Mulliken analysis, given in e for atoms 1 to 2: O -0.768; O -0.734

(3)
5 unconnected molecules or ions with the total composition C3H16N2O3 at a distorted geometry, computed with the ωB97M-V functional and the def2-TZVPD basis.

```
24
Properties=species:S:1:pos:R:3:forces:R:3
O -2.794 -0.843 1.742 0.0 -0.2 -1.8
O -2.736 -0.974 -0.757 -0.3 -1.0 -0.6
O -1.960 1.375 -1.222 -0.6 -1.9 0.1
N 3.476 0.911 -0.451 -0.5 -1.3 -0.1
N 1.639 -0.684 -1.183 -0.6 -0.3 2.1
C 0.026 -0.204 0.718 0.5 -0.7 1.5
C 0.368 -0.128 -0.767 0.6 1.7 -1.6
C 1.233 0.247 1.566 -0.2 0.1 -1.2
H -3.427 -1.463 -1.248 0.1 0.0 0.2
H 1.708 1.110 1.060 -0.4 0.0 0.7
H -2.400 0.433 -1.131 0.8 2.6 0.0
H -2.609 1.921 -1.666 -0.2 0.2 -0.1
H 0.469 0.953 -0.996 -0.4 -0.6 -0.1
H 1.978 -0.532 1.508 0.4 -0.3 0.5
H 4.389 0.505 -0.347 0.9 0.4 0.2
H -3.671 -0.984 2.113 -0.2 0.0 0.0
H 1.784 -1.630 -0.831 -0.1 -0.5 -0.6
H 0.939 0.470 2.585 0.2 0.0 0.1
H -0.257 -1.244 1.012 -0.1 0.9 -0.2
H -0.793 0.505 0.922 0.1 -0.6 -0.5
H -0.454 -0.537 -1.372 0.3 -0.1 0.1
H 2.542 -0.016 -0.917 -0.8 -0.1 -0.4
H 3.433 1.711 -1.038 0.6 1.3 -0.4
H -2.884 -0.900 0.700 0.1 0.4 2.3
```
Positions in Å, forces in eV/Å.

Properties
Energy relative to the best compared isomer or geometry (same formula, charge and spin) = 538.4 kJ/mol
Lowest unoccupied orbital energy (spin up / spin down) = -6.910 / -7.399 eV
Multiplicity = 2
Total charge = +1

Atom charges from the Mulliken analysis, given in e for atoms 1 to 2: O -0.580; O -0.471

(4)
5 unconnected molecules or ions with the total composition C3H16N2O4 at a distorted geometry, computed with the ωB97M-V functional and the def2-TZVPD basis.

```
25
Properties=species:S:1:pos:R:3:forces:R:3
O 3.824 -0.820 0.386 2.6 5.4 4.0
O 2.927 2.077 -0.458 1.8 -0.6 3.1
O -0.690 -2.159 3.103 -0.2 4.9 -0.6
O -2.127 -3.547 0.365 -0.7 2.9 -3.8
N -0.329 2.080 0.845 -2.6 -3.4 -1.8
N -1.733 0.475 -0.188 -1.1 -0.5 -2.7
C -1.801 0.654 -1.699 0.1 3.3 2.1
C -1.234 0.880 0.862 3.9 4.8 0.0
C -0.422 0.575 -2.214 3.8 -0.2 -0.4
H 3.552 -1.180 -0.348 -2.3 -3.4 -5.8
H -1.081 -1.177 2.905 1.4 -3.9 1.1
H 0.186 -0.346 -1.947 -1.4 0.4 -0.6
H -1.362 0.425 1.810 -0.6 -0.3 0.8
H -0.541 0.630 -3.349 0.7 0.2 1.5
H -2.435 -3.115 -0.554 -0.2 -2.4 2.5
H 0.063 2.389 1.700 0.4 0.0 0.8
H -1.494 -2.814 0.389 0.9 -0.4 1.3
H 2.485 1.809 0.425 1.3 0.5 -2.1
H -2.404 -0.094 -2.120 -1.2 -1.0 -0.3
H 3.730 -1.336 1.134 -0.4 -2.0 1.9
H -1.387 -2.715 2.820 -1.3 -1.2 -0.4
H 0.366 1.317 -1.741 -1.9 -0.6 -1.6
H 3.941 2.039 -0.171 -3.2 0.0 -1.1
H 0.204 2.214 -0.031 -0.5 0.1 1.0
H -2.237 1.740 -1.926 0.5 -2.4 0.8
```
Positions in Å, forces in eV/Å.

Properties
Energy relative to the best compared isomer or geometry (same formula, charge and spin) = 236.3 kJ/mol
Lowest unoccupied orbital energy (spin up / spin down) = -4.184 / -8.248 eV
Multiplicity = 2
Total charge = +1

Atom charges from the Mulliken analysis, given in e for atoms 1 to 2: O -0.548; O -0.632

(5)
4 unconnected molecules or ions with the total composition C3H16NO3S at a distorted geometry, computed with the ωB97M-V functional and the def2-TZVPD basis.

```
24
Properties=species:S:1:pos:R:3:forces:R:3
S -1.393 2.253 0.730 0.2 -0.6 -0.1
O -0.863 -4.359 0.870 -0.2 -0.3 0.1
O -0.845 -1.735 1.668 0.0 -0.5 0.5
O 1.726 -0.897 -2.951 0.0 -0.6 -1.2
N 0.315 -0.595 -0.452 -0.4 -0.1 0.3
C 0.844 1.766 -0.809 0.1 0.3 0.9
C 0.372 2.629 0.355 -1.2 1.0 -0.6
C 1.390 0.410 -0.323 -0.1 1.4 -0.5
H -1.527 2.829 1.930 0.2 0.0 0.0
H 2.219 0.274 -0.964 0.5 -1.4 -0.9
H -0.785 -2.709 1.635 0.0 0.3 -0.5
H 1.604 2.322 -1.357 0.3 -0.2 0.3
H 1.008 2.554 1.226 0.1 -0.1 0.1
H 0.515 -1.506 -0.041 0.1 0.0 0.1
H 0.074 1.654 -1.577 -0.2 -0.3 0.2
H 0.030 -0.704 -1.412 0.4 -0.2 -0.8
H -1.554 -4.713 1.442 0.0 0.0 0.1
H 1.840 0.391 0.663 -0.7 0.2 0.4
H 1.329 -1.619 -3.464 -0.3 -0.1 0.5
H -1.150 -1.583 2.568 0.0 0.4 0.0
H 2.376 -0.652 -3.630 0.2 0.6 0.5
H 0.307 3.664 0.022 0.5 0.0 0.1
H -0.989 -4.862 0.061 0.2 0.0 -0.2
H -0.542 -0.269 0.013 0.2 0.0 0.5
```
Positions in Å, forces in eV/Å.

Properties
Energy relative to the best compared isomer or geometry (same formula, charge and spin) = 61.8 kJ/mol
Lowest unoccupied orbital energy = -2.831 eV
Total charge = +1

Atom charges from the Mulliken analysis, given in e for atoms 1 to 2: S -0.266; O -0.672

(6)
4 unconnected molecules or ions with the total composition C3H16NO4 at a distorted geometry, computed with the ωB97M-V functional and the def2-TZVPD basis.

```
24
Properties=species:S:1:pos:R:3:forces:R:3
O -1.247 -0.242 -0.015 -0.1 -0.5 0.4
O 1.551 -1.531 0.348 -0.2 0.1 0.1
O -0.898 -0.918 -2.655 0.8 0.6 0.7
O 2.202 -0.572 -2.086 0.0 0.0 0.3
N -0.070 -0.634 2.261 -0.3 -1.5 -0.5
C -0.384 0.792 2.003 0.3 0.6 1.4
C -0.663 2.113 -0.113 -0.1 -0.1 0.7
C -1.217 0.969 0.730 1.4 -0.3 -1.6
H 0.386 1.924 -0.349 0.0 0.0 -0.2
H 0.863 -0.879 2.577 0.4 0.7 0.1
H -0.704 3.042 0.460 0.0 0.1 -0.1
H -2.247 1.132 0.913 -1.0 0.4 0.8
H 1.656 -0.135 -2.748 0.0 -0.2 -0.1
H 0.571 1.321 2.041 0.0 -0.1 -0.7
H -0.594 -0.344 -0.723 0.0 0.4 -0.1
H -1.273 2.201 -1.002 0.1 0.2 -0.2
H -0.699 -1.148 2.872 -0.4 0.4 0.1
H 2.687 -1.293 -2.501 0.0 0.2 -0.3
H 1.813 -2.455 0.340 0.1 0.0 -0.2
H -0.888 1.216 2.872 -0.3 -0.3 0.0
H -0.571 -1.515 -3.329 -0.7 -0.1 -0.2
H 1.679 -1.165 -0.556 0.2 -0.3 0.1
H -1.844 -0.758 -2.672 0.0 -0.4 -0.5
H -0.108 -1.121 1.333 -0.1 0.3 0.1
```
Positions in Å, forces in eV/Å.

Properties
Energy relative to the best compared isomer or geometry (same formula, charge and spin) = 35.4 kJ/mol
Lowest unoccupied orbital energy = -2.837 eV
Total charge = +1

Atom charges from the Mulliken analysis, given in e for atoms 1 to 2: O -0.602; O -0.631

no.,energy (eV)
1,-127790.464
2,-12492.367
3,-12479.179
4,-14528.801
5,-21832.440
6,-13044.770